# 1
Density functional theory data (the ωB97M-V functional and the def2-TZVPD basis) for a cluster of 7 separate species, C54H120F2N7O4S2 in total in a non-equilibrium geometry.

HOMO energy = -14.2712 eV
energy above the lowest of the compared OMol25 structures with the same formula, charge and spin = 2.4 kcal/mol
net charge = +5
LUMO level = -6.0 eV
orbital gap = 8.276 eV
M = 1033.73 g/mol

Last column: Löwdin charge in e.
Atoms and positions in Å:
C 8.265 6.823 6.431  -0.0782
C 8.807 5.519 5.771  -0.2114
C 10.367 5.569 5.508  -0.0679
N 10.775 4.221 4.839  -0.2172
C 10.524 3.017 5.819  -0.0994
C 11.322 3.178 7.112  -0.1699
C 12.838 3.130 6.844  -0.1742
C 13.128 4.275 5.918  -0.1754
C 12.310 4.265 4.604  -0.0798
C 10.125 3.953 3.491  0.0047
H 8.868 7.039 7.313  0.0784
H 7.189 6.737 6.585  0.0813
H 8.387 7.683 5.773  0.0743
H 8.129 5.248 4.961  0.1004
H 8.587 4.673 6.421  0.0941
H 10.929 5.798 6.414  0.1209
H 10.633 6.296 4.741  0.1341
H 9.471 2.808 6.010  0.1253
H 10.835 2.075 5.369  0.1327
H 10.898 4.081 7.552  0.1098
H 11.070 2.402 7.835  0.1284
H 13.284 3.286 7.826  0.1271
H 13.109 2.149 6.453  0.1273
H 13.097 5.219 6.463  0.1216
H 14.195 4.170 5.723  0.1285
H 12.616 5.177 4.092  0.1358
H 12.517 3.401 3.973  0.1334
H 9.043 3.881 3.604  0.0930
H 10.444 3.053 2.967  0.1098
H 10.193 4.741 2.742  0.1125
C 1.669 -11.172 -9.660  -0.0629
C 0.380 -10.462 -9.165  -0.2359
C 0.746 -9.199 -8.426  -0.1369
N -0.387 -8.697 -7.518  -0.2490
C 0.244 -7.391 -6.842  -0.0796
C -0.782 -6.481 -6.212  -0.1731
C -2.121 -6.326 -6.917  -0.2003
C -2.690 -7.608 -7.410  -0.1646
C -1.692 -8.385 -8.300  -0.0430
C -0.677 -9.615 -6.332  0.0233
H 1.422 -11.950 -10.383  0.0839
H 2.094 -11.627 -8.766  0.0829
H 2.365 -10.549 -10.221  0.0852
H -0.249 -11.098 -8.543  0.1038
H -0.313 -10.211 -9.968  0.1113
H 0.862 -8.419 -9.179  0.1379
H 1.596 -9.360 -7.762  0.1391
H 0.682 -6.900 -7.711  0.1272
H 1.014 -7.725 -6.147  0.1319
H -0.430 -5.456 -6.091  0.1297
H -1.008 -6.919 -5.240  0.1127
H -1.977 -5.609 -7.725  0.1253
H -2.812 -5.861 -6.214  0.1267
H -3.620 -7.394 -7.938  0.1291
H -3.093 -8.253 -6.629  0.1170
H -1.217 -7.751 -9.049  0.1372
H -1.905 -9.362 -8.734  0.1281
H 0.248 -9.810 -5.790  0.1124
H -1.187 -10.491 -6.734  0.1052
H -1.367 -9.171 -5.614  0.0955
C -4.969 3.209 -6.838  -0.0597
C -6.535 3.093 -6.678  -0.2256
C -7.183 4.428 -6.341  -0.1104
N -8.788 4.398 -6.374  -0.1922
C -9.245 5.889 -6.062  -0.0766
C -10.758 6.151 -6.178  -0.1507
C -11.301 5.696 -7.586  -0.1367
C -10.852 4.207 -7.911  -0.1471
C -9.340 3.940 -7.753  -0.1275
C -9.355 3.365 -5.283  0.0611
H -4.552 3.716 -5.968  0.0747
H -4.776 3.859 -7.692  0.0764
H -4.572 2.214 -7.043  0.0786
H -6.832 2.324 -5.965  0.1030
H -7.024 2.765 -7.595  0.0979
H -6.873 5.251 -6.985  0.1326
H -7.001 4.738 -5.312  0.1203
H -8.811 6.441 -6.896  0.1293
H -8.784 6.086 -5.094  0.1287
H -11.080 7.127 -5.816  0.1277
H -11.244 5.465 -5.484  0.0941
H -10.908 6.455 -8.263  0.1086
H -12.380 5.762 -7.731  0.1159
H -11.079 3.862 -8.920  0.1226
H -11.423 3.523 -7.283  0.1078
H -8.888 4.354 -8.654  0.1390
H -9.234 2.864 -7.887  0.1192
H -9.146 2.334 -5.566  0.0997
H -10.415 3.526 -5.088  0.0908
H -8.792 3.661 -4.398  0.0986
C 1.407 -7.907 1.857  -0.1071
C 2.586 -7.348 2.610  -0.2192
C 3.877 -7.063 1.675  -0.0847
N 5.206 -6.794 2.445  -0.2464
C 6.265 -6.599 1.322  -0.0888
C 7.697 -6.402 1.851  -0.1800
C 8.127 -7.592 2.671  -0.1507
C 7.070 -7.794 3.848  -0.1429
C 5.612 -7.927 3.441  -0.0822
C 5.004 -5.510 3.248  0.0231
H 0.922 -7.203 1.181  0.0823
H 0.625 -8.195 2.560  0.0837
H 1.800 -8.837 1.447  0.0830
H 2.781 -8.108 3.366  0.1038
H 2.329 -6.422 3.124  0.1036
H 3.698 -6.238 0.985  0.1280
H 4.088 -7.917 1.032  0.1194
H 6.245 -7.471 0.668  0.1345
H 5.891 -5.758 0.738  0.1314
H 8.416 -6.353 1.033  0.1262
H 7.790 -5.427 2.331  0.1156
H 8.374 -8.432 2.021  0.1214
H 9.111 -7.422 3.109  0.1184
H 7.256 -8.690 4.442  0.1220
H 7.162 -7.089 4.675  0.1157
H 5.554 -8.775 2.758  0.1394
H 4.916 -7.872 4.278  0.1327
H 4.622 -4.730 2.589  0.1148
H 5.980 -5.233 3.645  0.0966
H 4.307 -5.612 4.080  0.1068
C -6.711 -2.170 3.215  -0.0837
C -6.828 -1.972 4.786  -0.1814
C -8.253 -1.891 5.424  -0.0936
N -8.205 -1.896 6.934  -0.2348
C -7.313 -3.029 7.570  -0.0935
C -7.892 -4.404 7.360  -0.1753
C -9.302 -4.551 7.863  -0.1524
C -10.220 -3.412 7.365  -0.1828
C -9.650 -2.025 7.583  -0.0911
C -7.644 -0.603 7.490  0.0021
H -5.650 -2.153 2.968  0.0742
H -7.211 -1.497 2.518  0.0706
H -7.050 -3.156 2.898  0.0685
H -6.361 -0.998 4.930  0.1058
H -6.268 -2.844 5.123  0.0990
H -8.877 -2.772 5.271  0.1201
H -8.801 -0.990 5.148  0.1408
H -6.317 -2.945 7.136  0.1200
H -7.208 -2.738 8.616  0.1367
H -7.679 -4.673 6.326  0.1216
H -7.285 -5.076 7.966  0.1323
H -9.735 -5.494 7.530  0.1255
H -9.311 -4.571 8.953  0.1293
H -10.628 -3.326 6.358  0.1108
H -11.214 -3.456 7.810  0.1297
H -10.375 -1.339 7.146  0.1386
H -9.657 -1.900 8.666  0.1391
H -7.625 -0.577 8.580  0.1105
H -8.208 0.267 7.152  0.1136
H -6.624 -0.555 7.110  0.0996
C -1.812 9.172 2.187  -0.0743
C -0.562 9.616 1.319  -0.1978
C -0.322 8.681 0.106  -0.1029
N 0.785 9.116 -0.926  -0.2348
C 2.137 8.996 -0.192  -0.0967
C 3.355 9.150 -1.176  -0.1489
C 3.343 8.230 -2.417  -0.1754
C 2.003 8.223 -3.184  -0.1327
C 0.728 8.164 -2.208  -0.0445
C 0.643 10.593 -1.329  0.0188
H -2.784 9.437 1.772  0.0721
H -1.861 9.813 3.068  0.0754
H -1.752 8.136 2.520  0.0786
H 0.267 9.575 2.024  0.1041
H -0.592 10.676 1.067  0.1020
H -1.141 8.571 -0.605  0.1219
H -0.066 7.663 0.400  0.1308
H 2.208 8.035 0.319  0.1348
H 2.192 9.767 0.576  0.1236
H 4.295 9.082 -0.628  0.1209
H 3.378 10.171 -1.557  0.1057
H 3.579 7.203 -2.139  0.1173
H 4.044 8.688 -3.115  0.1179
H 1.843 7.300 -3.742  0.1160
H 1.966 9.116 -3.808  0.1078
H 0.711 7.162 -1.778  0.1235
H -0.259 8.336 -2.636  0.1227
H 0.939 11.277 -0.534  0.1061
H -0.379 10.824 -1.629  0.1111
H 1.253 10.797 -2.209  0.0970
N 1.319 2.235 1.323  -0.2917
S 2.164 1.044 0.512  0.5851
O 1.426 -0.198 0.174  -0.3254
O 3.611 0.932 0.826  -0.3121
F 2.045 1.847 -0.835  -0.2065
S 1.401 1.639 2.680  0.4367
O 2.605 2.090 3.400  -0.3245
O 0.856 0.342 2.932  -0.2897
F 0.206 2.648 3.326  -0.2720

=====

# 2
Density functional theory data (the ωB97M-V functional and the def2-TZVPD basis) for a cluster of 12 separate species, C5H36N2O11S in total in a non-equilibrium geometry.

HOMO energy = -8.6844 eV
energy above the lowest of the compared OMol25 structures with the same formula, charge and spin = 52.1 kcal/mol
LUMO level = 0.0 eV
orbital gap = 8.720 eV
structure (SMILES) = C[C@H](CCS)NCN.O.O.O.O.O.O.O.O.O.O.O
M = 332.41 g/mol

Last column: Löwdin charge in e.
Atoms and positions in Å:
C -2.299 0.008 -2.045  -0.0533
C -1.341 0.926 -1.271  -0.3626
C -0.506 0.016 -0.308  -0.1998
C 0.973 0.035 -0.639  -0.4864
S 1.958 1.219 0.423  0.7059
N -1.932 2.071 -0.546  -0.0265
C -3.340 2.456 -0.839  -0.2958
N -3.487 3.000 -2.168  0.0148
H -1.668 -0.616 -2.678  0.0688
H -3.079 0.578 -2.533  0.0482
H -2.842 -0.764 -1.499  0.0814
H -0.621 1.333 -1.971  0.0856
H -0.693 0.390 0.698  0.0703
H -0.883 -1.007 -0.256  0.1069
H 1.155 0.452 -1.630  0.0490
H 1.534 -0.894 -0.606  0.0287
H 1.309 0.759 1.487  -0.1830
H -1.858 1.904 0.448  0.0703
H -4.033 1.622 -0.719  0.1084
H -3.483 3.283 -0.146  0.1104
H -2.959 3.850 -2.296  0.0614
H -3.248 2.332 -2.881  0.0389
H 0.206 -4.375 2.242  0.0266
H 1.627 -3.842 2.778  0.0392
O 0.762 -3.605 2.443  -0.0517
H 4.810 0.157 -3.053  0.0402
H 3.817 0.318 -1.972  0.0100
O 4.102 -0.339 -2.621  -0.0657
H 2.786 -2.487 2.595  -0.0011
H 3.965 -1.930 1.703  0.0332
O 3.627 -2.032 2.594  -0.0413
H 0.055 2.813 -3.462  0.0182
H -0.678 3.488 -2.306  0.0091
O -0.352 3.645 -3.205  -0.0632
H 2.942 -2.641 -0.836  0.0483
H 1.850 -3.391 -0.146  0.0441
O 2.649 -2.887 0.052  -0.0547
H 0.049 0.319 -5.392  0.0347
H -1.161 -0.580 -5.172  0.0379
O -0.259 -0.426 -4.868  -0.0581
H 0.042 3.724 2.463  0.0659
H -1.194 2.923 2.807  0.0580
O -0.283 2.815 2.506  -0.0635
H -1.696 -1.011 2.991  0.0162
H -0.688 -2.075 2.661  -0.0073
O -1.629 -1.958 2.849  -0.0760
H -1.582 -3.981 2.087  0.0205
H -1.260 -3.932 0.617  0.0456
O -1.430 -4.562 1.325  -0.0533
H 2.818 1.359 3.574  0.0564
H 3.566 -0.021 3.424  0.0422
O 2.736 0.406 3.666  -0.0658
H -0.113 1.014 3.155  0.0104
H 1.082 0.047 3.401  -0.0059
O 0.175 0.092 3.076  -0.0908

=====

# 3
Density functional theory data (the ωB97M-V functional and the def2-TZVPD basis) for a structure of composition C5H8.

HOMO energy = -8.7385 eV
energy above the lowest of the compared OMol25 structures with the same formula, charge and spin = 109.8 kcal/mol
LUMO level = 0.8 eV
orbital gap = 9.546 eV
M = 68.12 g/mol

Last column: Löwdin charge in e.
Atoms and positions in Å:
C -1.850 -0.071 -0.486  -0.0721
C -0.800 0.246 0.551  -0.3224
C 0.156 1.370 0.309  0.0198
C 0.851 0.231 0.289  -0.3229
C 1.953 -0.361 -0.544  -0.0744
H -2.716 0.573 -0.297  0.0866
H -2.180 -1.113 -0.442  0.0777
H -1.475 0.151 -1.488  0.0835
H 0.191 -0.747 0.680  0.1678
H -1.072 0.006 1.581  0.1228
H 2.579 -1.059 0.020  0.0701
H 1.550 -0.885 -1.417  0.0808
H 2.573 0.466 -0.902  0.0827

=====

# 4
Density functional theory data (the ωB97M-V functional and the def2-TZVPD basis) for a cluster of 2 separate species, C12H17N in total.

HOMO energy = -7.9255 eV
energy above the lowest of the compared OMol25 structures with the same formula, charge and spin = 8.1 kcal/mol
LUMO level = 0.9 eV
orbital gap = 8.842 eV
structure (SMILES) = Cc1c[nH]c2ccccc12.CCC
M = 175.28 g/mol

Last column: Löwdin charge in e.
Atoms and positions in Å:
C 0.686 -0.046 -3.805  -0.0459
C 1.606 0.094 -0.172  -0.2216
C 1.168 -0.641 -1.297  -0.1376
C 1.124 0.271 -2.413  -0.2320
C 1.563 1.465 -1.944  -0.0643
C 1.708 -0.467 1.098  -0.0408
C 1.331 -1.786 1.231  -0.1059
C 0.817 -2.509 0.146  -0.0996
C 0.731 -1.948 -1.113  -0.0281
N 1.812 1.393 -0.579  0.0714
H 2.260 0.068 1.852  0.1085
H 1.393 -2.295 2.182  0.0998
H 2.439 2.044 -0.133  0.1493
H 0.531 -3.529 0.345  0.0944
H 1.517 2.409 -2.457  0.1190
H 0.340 -2.533 -1.933  0.1065
H 0.285 0.839 -4.292  0.0748
H -0.075 -0.825 -3.800  0.0713
H 1.499 -0.445 -4.416  0.0797
C -1.630 0.347 1.804  -0.3131
C -2.779 0.070 2.794  -0.1109
C -1.662 1.745 1.224  -0.1223
H -0.691 0.159 2.308  0.0763
H -1.637 -0.396 1.015  0.0922
H -3.579 0.799 2.649  0.0596
H -2.671 2.058 0.950  0.0657
H -1.291 2.482 1.938  0.0719
H -2.498 0.232 3.831  0.0621
H -3.206 -0.924 2.684  0.0637
H -1.090 1.869 0.303  0.0557